# 1
One molecule with the formula C13H16N4O3S2 in a non-equilibrium geometry, computed with ωB97M-V with the def2-TZVPD basis set.

Summary:
E_HOMO	-8.983	eV
energy	-47499.34483	eV
energy relative to the best compared isomer or geometry (same formula, charge and spin)	16.075	eV
orbital gap	8.84	eV
SMILES	CC(C)CC(=O)Nc1nnc(S(=O)(=O)Nc2ccccc2)s1

ORCA input file:
```
! RIJCOSX wB97M-V def2-TZVPD def2/J DEFGRID3
* xyz 0 1
C -5.04584 -1.35103 1.20463
C -4.36430 -1.41707 -0.38088
C -5.41719 -0.89002 -1.26933
C -3.14014 -0.34387 -0.15856
C -3.55596 1.31956 0.22416
O -4.67885 1.69788 0.33730
N -2.36902 1.80115 0.15801
C -1.05639 1.83960 0.09400
N -0.54136 0.60222 -0.38500
N 0.70799 0.65530 -0.28540
C 1.31073 1.69101 -0.16774
S 3.09289 2.44266 -0.42759
O 3.02383 3.71398 0.27295
O 3.37500 2.06635 -1.78583
N 3.61745 1.46137 0.90761
C 4.32164 0.25258 0.48674
C 3.68375 -0.62668 -0.35897
C 4.32816 -1.72324 -1.07926
C 5.56107 -2.28776 -0.19248
C 6.05655 -1.68550 0.78372
C 5.51580 -0.11513 1.05926
S 0.06928 3.01704 0.27583
H -4.24840 -1.68210 1.88957
H -5.74398 -1.98725 1.03385
H -5.46341 -0.42465 1.37846
H -3.99723 -2.20815 -0.22699
H -4.94574 -0.86333 -2.11505
H -5.80937 0.18773 -1.20364
H -6.22607 -1.49653 -1.50524
H -2.60822 -0.08580 -1.06766
H -2.43589 -0.66299 0.41537
H -2.67626 2.86974 0.51412
H 4.17389 1.77558 1.44823
H 2.88090 -0.31142 -1.01167
H 3.84870 -2.54719 -1.71691
H 5.93740 -3.15102 -0.47420
H 6.97371 -1.85604 1.37437
H 5.84489 0.32302 1.95426
*
```

---

# 2
A 2-piece molecular cluster, C14H18N2O2 overall in a non-equilibrium geometry, computed with ωB97M-V with the def2-TZVPD basis set.

Summary:
E_HOMO	-7.837	eV
energy	-21883.07677	eV
energy relative to the best compared isomer or geometry (same formula, charge and spin)	3.794	eV
orbital gap	7.67	eV

ORCA input file:
```
! RIJCOSX wB97M-V def2-TZVPD def2/J DEFGRID3
* xyz 0 1
C 0.76524 -1.30265 1.44190
C -0.75846 -1.30847 1.45434
C -1.16103 0.17848 1.50292
O -2.29867 0.62211 1.42465
N -0.01708 0.91012 1.63012
C 1.13157 0.18138 1.45613
O 2.24599 0.67593 1.32510
H 1.18027 -1.76347 2.35521
H 1.19209 -1.76646 0.53826
H -1.16756 -1.77622 0.54874
H -1.13454 -1.80765 2.36026
C 0.39333 3.04613 -0.78890
N -0.30645 3.63877 0.36214
C -0.85729 4.98790 0.20680
C -0.30279 3.05903 1.52858
C -0.97460 3.54575 2.68332
C -2.31819 3.99425 2.68311
C -2.81495 4.65079 3.80312
C -2.01940 4.81986 4.94418
C -2.54113 5.57360 6.12803
C -0.73229 4.26791 4.98250
C -0.21862 3.60490 3.88108
H 0.21114 3.68965 -1.64675
H 1.47189 2.97106 -0.60748
H 0.01873 2.04012 -0.99959
H -0.52756 5.35595 -0.76871
H -1.95218 4.97331 0.25067
H -0.48388 5.64701 1.00302
H 0.49204 2.30258 1.72174
H -2.94265 3.82354 1.80500
H -3.82831 5.05933 3.79732
H -1.76968 5.62068 6.90113
H -2.80780 6.59690 5.83814
H -3.43423 5.10406 6.55909
H -0.13305 4.38774 5.88738
H 0.78479 3.17172 3.89513
*
```

---

# 3
C10H23BClHoO2W as an isolated structure in a non-equilibrium geometry, computed with ωB97M-V with the def2-TZVPD basis set.

Summary:
E_HOMO (spin up / spin down)	-7.344 / -7.266	eV
energy	-55655.14119	eV
orbital gap (spin up / spin down)	6.69 / 6.81	eV

ORCA input file:
```
! RIJCOSX wB97M-V def2-TZVPD def2/J DEFGRID3
* xyz 0 7
Ho 0.57332 0.30186 -2.93741
Cl 1.27516 -1.57043 -1.18408
C 2.51040 1.29054 -3.03846
C -0.53728 -1.08681 -4.16939
H 2.30434 1.59697 -4.07894
H 2.40943 2.04559 -2.31343
H 3.16822 0.49876 -2.89765
H -0.36091 -0.46407 -5.06039
H -1.50613 -1.03160 -3.76145
H 0.02023 -1.96126 -4.08570
W -0.01778 0.00636 0.03898
C -1.54484 -0.91632 1.06627
C -0.84337 1.23975 -1.26039
H -2.49175 -0.50781 0.73752
H -1.51978 -1.99905 0.89884
H -1.40628 -0.72640 2.13843
H -1.76512 1.03898 -1.89004
H -0.27270 2.18397 -1.32672
C 2.70702 -1.35185 4.33636
C 1.30985 -0.79909 4.03465
C 0.32134 -1.25745 5.07243
O 0.96602 -1.33102 2.74311
B 1.21440 -0.21570 1.86150
O 1.83192 0.90989 2.48161
C 1.31642 0.79188 3.82458
C -0.06942 1.44445 3.89281
C 2.24326 1.51900 4.75211
H 2.67021 -2.44402 4.37379
H 3.03866 -1.00906 5.31672
H 3.45098 -1.06554 3.58971
H 0.35315 -2.33788 5.17743
H 0.58845 -0.81808 6.04347
H -0.70301 -0.97496 4.83774
H -0.47510 1.36045 4.90743
H 0.00440 2.51354 3.66582
H -0.81808 1.03048 3.19735
H 3.27581 1.19291 4.67511
H 2.21665 2.58788 4.55863
H 1.90152 1.36322 5.78288
*
```